1.
{
  "formula": "C18H42FN2O13P2S2",
  "method": "ωB97M-V/def2-TZVPD",
  "species": ["C", "H", "H", "H", "H", "H", "H", "H", "H", "H", "C", "H", "H", "H", "H", "H", "O", "O", "C", "C", "C", "H", "H", "H", "H", "O", "H", "C", "H", "C", "C", "H", "H", "S", "O", "P", "N", "H", "O", "C", "C", "F", "H", "C", "O", "H", "H", "H", "H", "H", "O", "H", "H", "O", "C", "C", "C", "H", "O", "H", "H", "C", "C", "C", "H", "O", "H", "H", "H", "H", "H", "O", "O", "N", "C", "H", "P", "H", "S", "O"],
  "positions_angstrom": [[-2.659, 5.233, 2.426], [-0.988, 2.430, 1.547], [-3.482, 6.414, 0.741], [0.649, -3.281, 1.012], [1.739, -3.166, 2.391], [2.729, -7.835, -1.637], [1.404, -1.731, 1.395], [5.037, -7.773, -2.404], [0.869, 5.041, -2.786], [4.835, -6.217, -1.580], [1.569, -2.810, 1.373], [4.689, 0.639, -0.149], [0.261, -8.293, 1.123], [3.444, 1.139, -5.689], [-0.290, 3.879, 2.373], [-2.566, 2.957, 4.115], [-5.501, 1.577, 0.055], [3.123, -4.522, 0.613], [-0.314, -7.394, 0.892], [2.738, -3.162, 0.471], [3.898, 0.457, -0.879], [-4.806, 5.637, 1.742], [-4.961, 3.834, 2.829], [4.842, -1.396, -1.481], [-0.792, 2.846, 4.439], [-6.669, 1.151, 2.123], [-3.040, 2.355, 0.685], [-4.585, 2.956, 2.239], [-1.373, -7.594, 1.065], [4.824, -7.299, -1.444], [-1.600, 2.583, 3.681], [-4.227, 2.099, 2.885], [0.235, 5.036, -0.295], [-8.426, 3.544, 2.011], [1.557, -5.978, 1.606], [2.191, 1.799, -2.384], [-2.303, 4.074, 1.664], [2.501, -2.944, -0.575], [-2.136, 5.608, 3.481], [2.726, 1.015, -4.875], [0.153, -6.224, 1.738], [-9.079, 5.090, 1.856], [-3.920, 3.879, 0.309], [-3.463, 3.292, 1.167], [2.402, -5.484, -1.474], [1.338, 2.515, -5.578], [-0.400, -5.318, 1.471], [0.076, 3.581, -2.234], [-0.181, -7.191, -0.178], [3.641, -8.825, -0.516], [3.200, 1.789, -3.769], [5.151, -0.030, -2.577], [-0.042, -6.432, 2.792], [-8.046, 3.411, 3.449], [-1.238, 3.258, 2.284], [0.987, 4.178, -2.130], [-3.810, 6.157, 1.803], [2.718, -0.044, -4.599], [1.145, 1.694, -1.275], [-1.571, 1.451, 3.565], [1.915, 5.460, -0.666], [4.404, -0.506, -1.939], [1.348, 1.449, -5.339], [1.174, 4.656, -0.702], [1.547, 3.872, -0.041], [3.090, -7.012, 0.236], [3.602, -2.554, 0.749], [3.583, -0.833, -2.585], [1.045, 0.883, -6.222], [5.646, -7.528, -0.758], [3.043, 0.031, -0.344], [2.119, 3.442, -2.586], [3.548, 1.714, -1.438], [-7.129, 3.516, 0.924], [3.511, -7.801, -0.872], [-3.838, 7.135, 2.360], [2.114, -5.689, 0.012], [0.595, 1.284, -4.560], [-6.040, 2.253, 1.298], [-9.477, 2.573, 1.566]],
  "mulliken_charge": [0.553, 0.228, 0.268, 0.185, 0.278, 0.318, 0.442, 0.337, 0.372, 0.275, -1.052, 0.361, 0.265, 0.351, 0.332, 0.291, -0.685, -0.448, -1.129, -0.238, -0.313, 0.243, 0.390, 0.431, 0.277, -0.673, 0.426, -0.498, 0.406, -1.029, -1.036, 0.207, 0.298, 1.099, -0.255, 1.062, 0.344, 0.251, -0.612, -0.214, -0.227, -0.294, 0.324, -1.080, -0.738, 0.268, 0.247, 0.300, 0.347, 0.362, -0.278, 0.297, 0.360, -0.568, -0.276, -0.370, -0.951, 0.259, -0.675, 0.273, 0.326, -1.011, -1.128, -0.931, 0.240, -0.340, 0.307, 0.124, 0.401, 0.283, 0.255, -0.358, -0.422, -0.458, -0.333, 0.297, 1.127, 0.354, 1.155, -0.578],
  "total_charge": -1,
  "spin_multiplicity": 1
}

---

2.
{
  "formula": "C5H7N2O5S2",
  "method": "ωB97M-V/def2-TZVPD",
  "species": ["H", "H", "H", "S", "C", "O", "C", "O", "O", "C", "H", "N", "N", "O", "O", "C", "C", "H", "S", "H", "H"],
  "positions_angstrom": [[0.726, 0.186, -1.684], [0.560, -0.599, 1.333], [-0.712, -2.612, 0.619], [-2.381, -1.301, -0.819], [1.135, 1.787, -0.430], [1.839, 2.054, 0.599], [-0.287, -0.490, 0.674], [3.396, -0.563, -1.290], [0.452, 2.627, -1.018], [-2.294, 0.252, 0.156], [-4.324, 0.467, -0.199], [-3.441, 0.984, 0.081], [-1.256, 0.335, 0.911], [2.885, -0.141, 1.074], [1.984, -2.053, -0.017], [-0.748, -1.724, -0.039], [1.058, 0.358, -0.751], [0.131, -1.910, -0.621], [2.437, -0.708, -0.250], [-3.550, 1.812, 0.706], [2.392, 1.240, 0.966]],
  "mulliken_charge": [0.657, 0.889, 0.422, -0.341, 0.549, -0.574, -0.572, -0.717, -0.721, 0.560, 0.210, -0.486, -0.643, -0.748, -0.709, -0.371, -0.874, 0.372, 1.353, 0.262, 0.482],
  "total_charge": -1,
  "spin_multiplicity": 1
}

---

For each record above, in turn, the calculated max |F| values are 8.862 6.221 eV/A.
For each record above, in turn, the calculated HOMO level values are -6.21 -4.80 eV.